1.
83
Properties=species:S:1:pos:R:3:lowdin_charge:R:1 method="wB97M-V/def2-TZVPD" e_lumo_ev=-0.32 e_homo_ev=-6.7
C 2.64535 3.01842 -1.81157 -0.143
C 3.56024 2.71758 -3.01006 -0.288
C 3.91505 1.24732 -3.20298 -0.338
C 2.77376 0.37756 -3.77014 -0.367
Nb 1.41146 -0.87224 -2.46443 1.356
C -0.09732 -1.26103 -4.10346 -0.363
C -1.53376 -0.88121 -3.65107 -0.335
C -2.27145 -2.11149 -3.13630 -0.226
C -3.76198 -1.91629 -2.86852 -0.191
N -4.11866 -0.58393 -2.34689 -0.144
C -4.05294 -0.46566 -0.89890 -0.075
C -5.33224 -0.11945 -2.93395 -0.481
C -6.62545 -0.77017 -2.49986 -0.007
O -5.32828 0.71970 -3.81114 0.104
C 2.52947 -2.82298 -2.79651 -0.345
C 2.79443 -3.85798 -1.69643 -0.314
C 3.46473 -3.33795 -0.43739 -0.153
C 2.53256 -2.80036 0.59815 -0.551
O 2.79133 -1.90699 1.38256 0.033
O 1.32376 -3.44148 0.62352 0.027
H 2.70714 2.21615 -1.06900 0.038
H 2.93565 3.95430 -1.32676 0.053
H 1.59632 3.10723 -2.10382 0.048
H 3.08066 3.07823 -3.92813 0.098
H 4.48469 3.29310 -2.90388 0.093
H 4.75920 1.20979 -3.90389 0.090
H 4.26938 0.84546 -2.24943 0.073
H 2.12090 1.01424 -4.38240 0.031
H 3.20864 -0.38127 -4.43286 0.033
H 0.27440 -1.68162 -1.21143 -0.100
H 2.57642 -0.68771 -1.03813 -0.088
H 0.63291 0.67666 -1.79230 -0.115
H 0.21536 -0.62388 -4.94117 0.031
H -0.11341 -2.29186 -4.47062 0.022
H -1.49719 -0.14364 -2.84349 0.050
H -2.10533 -0.43007 -4.46896 0.103
H -1.78247 -2.45331 -2.21672 0.076
H -2.15999 -2.92055 -3.86472 0.108
H -4.33576 -2.09014 -3.78403 0.124
H -4.09269 -2.67737 -2.14562 0.115
H -3.59278 0.48757 -0.61873 0.077
H -5.03062 -0.52860 -0.40703 0.071
H -3.41853 -1.26273 -0.50282 0.087
H -6.87728 -1.52932 -3.24203 0.090
H -7.41583 -0.01724 -2.50206 0.087
H -6.57394 -1.25085 -1.52656 0.063
H 1.89444 -3.32824 -3.53751 0.030
H 3.48123 -2.61870 -3.30484 0.040
H 1.85588 -4.34065 -1.42493 0.092
H 3.44341 -4.65799 -2.08181 0.097
H 4.02467 -4.15348 0.04183 0.127
H 4.17336 -2.53695 -0.65325 0.113
H 0.63815 -2.76171 0.69949 0.070
C -0.23157 2.06765 7.00892 -0.099
C 0.97203 1.96556 6.07381 -0.247
C 0.86928 2.81075 4.80015 -0.161
C -0.38319 2.72531 3.94006 -0.112
N -0.70224 1.48156 3.13829 -0.264
C 0.15132 1.36922 1.88872 -0.078
C 1.40504 0.65636 2.34870 -0.132
C 0.93146 -0.32241 3.43313 -0.119
C -0.46292 0.16673 3.84382 -0.077
C -2.13463 1.59520 2.74040 0.008
H -1.17860 1.86866 6.50195 0.058
H -0.14968 1.34569 7.82027 0.079
H -0.30371 3.06027 7.45558 0.081
H 1.17882 0.92168 5.83796 0.081
H 1.85764 2.31328 6.60787 0.115
H 1.76229 2.68415 4.19057 0.105
H 0.88453 3.86123 5.10801 0.128
H -0.33894 3.51169 3.18770 0.134
H -1.26293 2.92268 4.55080 0.120
H -0.40644 0.75206 1.18423 0.130
H 0.31272 2.35305 1.45651 0.141
H 2.13631 1.35677 2.74591 0.104
H 1.88980 0.13752 1.52277 0.091
H 1.63070 -0.37280 4.26353 0.109
H 0.86055 -1.32995 3.02784 0.104
H -0.64405 0.29273 4.90741 0.116
H -1.22323 -0.50710 3.45482 0.130
H -2.27559 2.52309 2.19131 0.117
H -2.75241 1.59211 3.63496 0.110
H -2.38938 0.75095 2.10695 0.101

---

2.
17
Properties=species:S:1:pos:R:3:lowdin_charge:R:1 method="wB97M-V/def2-TZVPD" e_lumo_ev=0.66 e_homo_ev=-8.7 e_above_lowest_kcal_mol=120.1
O -0.29849 1.87092 -0.66763 -0.003
C -0.19790 1.05413 0.45245 -0.312
C 1.13698 0.35434 0.61552 -0.175
N 2.37233 -0.14346 -0.17712 0.127
C 1.06188 -0.48793 -0.61393 -0.340
C -0.09566 -1.40599 -0.30660 -0.073
C -1.07191 -0.31054 0.30697 -0.274
O -2.33659 -0.11879 -0.38075 -0.045
H -0.08910 2.75098 -0.33240 0.108
H -0.50142 1.57629 1.41846 0.158
H 1.09568 -0.38654 1.40712 0.125
H 2.72991 0.49793 -0.84145 0.075
H 0.76037 0.11307 -1.48131 0.146
H -0.47250 -1.78196 -1.22710 0.092
H 0.05307 -2.26341 0.43759 0.139
H -1.25159 -0.46489 1.37958 0.134
H -2.89510 -0.85416 0.01062 0.119

---

3.
74
Properties=species:S:1:pos:R:3:mulliken_spin:R:1 method="wB97M-V/def2-TZVPD" s2=8.786 spin_multiplicity=6 e_lumo_ev="-11.42 / -15.35" e_homo_ev="-16.3 / -19.7" charge=+4
Ir -0.29871 -0.49238 -0.04453 1.215
P -2.37027 -1.22408 1.14545 0.136
P -1.11417 -1.55672 -1.90220 0.140
P -1.27789 1.42654 -0.49196 0.029
H 2.41080 -0.36108 0.53153 -0.005
C 1.68820 0.41019 0.83882 0.120
C 0.93112 0.32157 2.00346 0.116
H 1.10095 -0.50858 2.68545 -0.007
C -2.48618 -2.85583 2.00979 0.034
C -4.01236 -1.37121 0.29959 0.034
C -2.71265 -0.06425 2.51916 0.043
C 0.11651 -1.43030 -3.23842 0.062
C -1.44956 -3.35184 -1.68961 0.035
C -2.62133 -1.05038 -2.83116 0.019
C -1.02794 2.67005 0.81986 -0.014
C -3.06159 1.69763 -0.78145 0.007
C -0.57454 1.87686 -2.11482 0.035
H 1.80500 1.36010 0.30214 -0.068
H 0.31583 1.12943 2.39728 0.004
H -1.76801 -2.92713 2.83464 -0.003
H -2.28861 -3.68094 1.31377 -0.003
H -3.49507 -2.98617 2.43068 0.005
H -3.99785 -2.18075 -0.43735 -0.002
H -4.31638 -0.44352 -0.18795 -0.003
H -4.77191 -1.62644 1.05128 0.007
H -1.78537 0.13590 3.07518 -0.005
H -3.43973 -0.51805 3.21349 0.012
H -3.12425 0.89165 2.16344 -0.003
H -0.30168 -1.82848 -4.17809 0.006
H 1.02966 -1.98938 -3.00500 -0.008
H 0.39086 -0.37765 -3.39797 0.001
H -1.65872 -3.81409 -2.66496 0.000
H -2.31143 -3.52930 -1.03499 0.000
H -0.58727 -3.86309 -1.24971 -0.002
H -2.72730 -1.70823 -3.70787 0.002
H -2.55378 -0.02411 -3.20646 0.001
H -3.53460 -1.15298 -2.23710 -0.004
H -1.40723 3.63499 0.46521 -0.005
H 0.02828 2.79675 1.07646 0.031
H -1.57839 2.38541 1.72322 0.006
H -3.19068 2.74727 -1.07461 -0.001
H -3.65318 1.53815 0.12310 0.001
H -3.45331 1.07892 -1.59040 0.001
H -0.62462 2.96453 -2.24472 0.014
H -1.11513 1.39393 -2.93734 -0.007
H 0.47629 1.56931 -2.17323 -0.008
C 2.89605 4.74662 -0.61663 0.060
C 3.52704 5.26847 -1.77696 0.376
C 4.63238 6.12142 -1.68732 0.229
C 5.11173 6.52754 -0.43613 0.081
C 4.43377 6.11633 0.72091 0.222
C 3.32861 5.26525 0.62813 0.316
S 1.55470 3.62392 -0.70632 1.231
H 1.77777 2.16936 -0.77427 0.410
H 3.15206 4.97149 -2.76095 0.003
H 5.14712 6.46547 -2.59066 -0.002
H 5.99958 7.15791 -0.35931 0.013
H 4.79140 6.45437 1.70265 -0.002
H 2.79926 4.96665 1.53174 0.004
C 1.08283 -4.56213 3.64731 0.000
C 1.12212 -3.88526 2.33590 0.020
C 1.74408 -4.24595 1.15329 0.018
C 1.48839 -3.22054 0.21193 -0.016
N 0.66693 -2.29986 0.77815 0.011
N 0.49882 -2.70957 2.06519 0.009
C 2.11535 -3.13505 -1.10239 0.033
H 0.71134 -5.59169 3.54762 0.002
H 2.09390 -4.64553 4.07253 0.002
H 0.44786 -4.03492 4.37450 0.000
H 2.34747 -5.11194 0.98139 0.001
H 0.03341 -2.13818 2.77621 0.012
H 3.07593 -3.67163 -1.06869 0.000
H 1.50017 -3.62088 -1.87255 0.000
H 2.31814 -2.09389 -1.37639 -0.003

---

4.
64
Properties=species:S:1:pos:R:3:lowdin_charge:R:1 method="wB97M-V/def2-TZVPD" e_lumo_ev="-7.88 / -7.89" e_homo_ev="-14.2 / -14.2" charge=+2 e_above_lowest_kcal_mol=0.0
Mo 0.43591 1.06100 0.38202 1.645
C 2.04855 2.29940 -1.63577 -0.014
C 3.03877 1.16438 -1.78978 -0.191
C 3.84593 1.11280 -2.90511 -0.017
C 4.72902 0.05210 -3.07797 -0.024
C 4.75647 -0.97737 -2.15789 -0.012
C 3.95191 -0.96554 -1.01852 -0.192
C 3.95880 -2.18571 -0.12016 -0.019
C 3.13829 0.14896 -0.82810 -0.160
N 2.32009 0.26771 0.35961 -0.032
C 2.75961 0.05568 1.56840 -0.237
C 4.18898 0.01551 1.94088 0.022
C 1.68382 -0.14368 2.56788 -0.228
C 1.96033 -0.56696 3.96778 0.040
N 0.48986 0.03834 2.08884 -0.059
C -0.71870 -0.38224 2.79882 -0.212
C -1.40082 0.53236 3.59395 -0.214
C -0.96484 1.97072 3.72911 -0.016
C -2.53394 0.07192 4.25385 -0.019
C -2.96226 -1.23759 4.10264 -0.033
C -2.26068 -2.11399 3.28830 -0.017
C -1.11573 -1.70292 2.61909 -0.213
C -0.33536 -2.67881 1.76655 -0.019
H 1.75083 2.70524 -2.59829 0.113
H 2.39349 3.09705 -0.98924 0.100
H 1.12385 1.88539 -1.24759 -0.006
H 3.78185 1.89548 -3.65277 0.129
H 5.36985 0.01726 -3.95231 0.126
H 5.40438 -1.83295 -2.32467 0.133
H 3.83837 -3.08121 -0.72938 0.101
H 3.15492 -2.18967 0.61565 0.069
H 4.90752 -2.29008 0.40999 0.097
H 4.82762 0.28138 1.10519 0.106
H 4.47130 -0.97967 2.29955 0.110
H 4.35339 0.70996 2.77017 0.118
H 2.67359 -1.39452 3.99172 0.108
H 1.05218 -0.86454 4.48268 0.101
H 2.41590 0.26808 4.51279 0.118
H -1.42269 2.58086 2.94306 0.077
H 0.11367 2.09622 3.66129 0.067
H -1.28925 2.38131 4.68328 0.095
H -3.08454 0.75448 4.89356 0.127
H -3.84981 -1.57880 4.62250 0.122
H -2.60146 -3.13852 3.16988 0.128
H -0.99849 -3.42997 1.33948 0.093
H 0.40733 -3.21385 2.36475 0.095
H 0.18501 -2.19968 0.94374 0.054
O -3.18841 0.88769 0.67546 -0.363
S -2.55077 0.74522 -0.59908 1.026
N -1.00076 0.34960 -0.41616 -0.478
C -2.70534 5.46516 -1.28994 0.051
N -1.67757 4.81839 -0.42686 -0.001
C -0.79278 5.55007 0.32234 0.026
C 0.22282 5.00368 1.03236 0.064
C 0.31925 3.60115 0.95739 -0.471
O 1.24450 2.80854 1.37917 -0.115
N -0.63233 2.90320 0.30680 0.021
C -1.59251 3.45940 -0.44045 -0.457
O -2.36418 2.79065 -1.18199 -0.079
H -2.65753 6.53657 -1.13118 0.102
H -3.69112 5.09668 -1.02429 0.111
H -2.50637 5.23700 -2.33094 0.109
H -0.95180 6.62090 0.29606 0.152
H 0.92266 5.60613 1.59155 0.139

---

Copy entry 2 word for word.
17
Properties=species:S:1:pos:R:3:lowdin_charge:R:1 method="wB97M-V/def2-TZVPD" e_lumo_ev=0.66 e_homo_ev=-8.7 e_above_lowest_kcal_mol=120.1
O -0.29849 1.87092 -0.66763 -0.003
C -0.19790 1.05413 0.45245 -0.312
C 1.13698 0.35434 0.61552 -0.175
N 2.37233 -0.14346 -0.17712 0.127
C 1.06188 -0.48793 -0.61393 -0.340
C -0.09566 -1.40599 -0.30660 -0.073
C -1.07191 -0.31054 0.30697 -0.274
O -2.33659 -0.11879 -0.38075 -0.045
H -0.08910 2.75098 -0.33240 0.108
H -0.50142 1.57629 1.41846 0.158
H 1.09568 -0.38654 1.40712 0.125
H 2.72991 0.49793 -0.84145 0.075
H 0.76037 0.11307 -1.48131 0.146
H -0.47250 -1.78196 -1.22710 0.092
H 0.05307 -2.26341 0.43759 0.139
H -1.25159 -0.46489 1.37958 0.134
H -2.89510 -0.85416 0.01062 0.119